(1)
29
Properties=species:S:1:pos:R:3:forces:R:3:mulliken_charge:R:1 method="wB97M-V/def2-TZVPD" total_energy_ha=-1440.8929 homo_energy_ev=-9.404 e_lumo_ev=0.751 smiles="CCOC(=O)[C@@](F)(Cl)P(=O)(CC)CC" total_charge=0
C 1.865178 2.812822 -2.842378 0.6 1.7 6.0 -0.92
C 0.433015 2.852598 -2.245494 3.6 -4.7 0.4 -0.45
O 0.045721 1.423228 -2.185170 -0.7 -0.5 -0.8 -0.33
C 0.382637 0.745538 -1.115056 0.2 0.2 0.8 0.57
O 0.867952 1.211507 -0.099258 -0.2 -0.2 -0.6 -0.57
C 0.084334 -0.742365 -1.202489 0.5 -1.5 2.4 0.27
F -0.806378 -1.072656 -2.149076 -0.4 0.2 0.0 -0.27
Cl 1.589041 -1.660956 -1.573644 0.1 0.4 -0.2 -0.19
P -0.300461 -1.625430 0.803514 -0.3 1.7 -2.1 0.78
O -0.794635 -3.004684 0.693709 0.6 -0.8 -0.2 -0.74
C 1.323864 -1.316981 1.825700 -5.4 0.2 -0.4 -0.45
C 0.878549 -2.006040 3.089188 4.1 3.4 1.8 -1.47
C -1.773747 -0.629524 1.333601 1.4 0.9 -0.8 -0.80
C -3.043323 -0.773903 0.419570 -1.3 1.4 1.5 -0.94
H 1.897358 2.884066 -3.832490 -0.1 0.5 -4.1 0.41
H 2.385996 3.712176 -2.337022 -0.4 -1.2 -1.2 0.27
H 2.462101 1.931046 -2.539530 -0.7 0.4 0.1 0.28
H -0.235115 3.256017 -2.858830 -2.8 1.9 -2.4 0.34
H 0.312298 3.070776 -1.243873 0.4 1.7 1.9 0.37
H 2.127904 -1.694423 1.349257 2.5 -1.6 -1.6 0.51
H 1.352469 -0.262624 1.765032 0.3 1.3 0.7 0.36
H 0.030417 -1.588674 3.523759 -1.5 1.0 0.8 0.41
H 0.702606 -2.972920 2.959696 -0.7 -4.2 -0.8 0.46
H 1.725654 -1.930925 3.849382 -1.1 -0.1 -0.7 0.33
H -1.903153 -0.768868 2.384438 -0.8 -1.2 0.7 0.54
H -1.422585 0.385936 1.476870 0.1 0.8 -1.0 0.43
H -3.659460 -1.633994 0.868247 0.8 1.3 -1.2 0.27
H -3.650978 0.261525 0.567965 1.2 -2.6 -0.3 0.27
H -2.877258 -0.862272 -0.685617 0.1 -0.2 1.2 0.27

(2)
33
Properties=species:S:1:pos:R:3:forces:R:3:mulliken_charge:R:1 method="wB97M-V/def2-TZVPD" total_energy_ha=-2111.0045 homo_energy_ev=-8.372 e_lumo_ev=-0.071 smiles="O=C(CSc1nnc(-c2ccc(Cl)s2)o1)N1CCOCC1" total_charge=0
O -2.287758 -2.249372 -1.002183 0.1 -0.3 -0.1 -0.65
C -2.152779 -1.216024 -0.379501 0.4 0.0 0.1 0.80
C -0.899176 -0.979678 0.454543 0.3 0.1 0.0 -0.81
S 0.093603 0.403455 -0.222842 -0.5 0.2 -0.3 -0.19
C 1.663654 -0.218688 0.104280 0.1 -0.7 0.4 0.49
N 1.975317 -1.316910 0.723896 -1.5 0.5 -0.2 -0.26
N 3.314703 -1.378807 0.741803 1.9 0.3 -0.2 -0.53
C 3.766698 -0.320272 0.139504 -0.7 -0.8 0.4 0.61
C 5.126143 0.043457 -0.079479 0.7 0.4 -0.2 0.18
C 5.599015 1.156291 -0.727537 -0.4 -0.5 0.3 -0.61
C 7.000536 1.209649 -0.766790 0.5 -0.3 0.2 -0.47
C 7.573557 0.135691 -0.146886 -0.6 0.0 0.0 0.32
Cl 9.241728 -0.163392 0.018211 0.2 -0.1 0.0 -0.18
S 6.404981 -0.970154 0.500828 0.1 0.5 -0.3 -0.15
O 2.748170 0.476700 -0.298281 0.1 0.0 0.0 -0.30
N -3.079864 -0.236817 -0.392171 -0.3 0.2 -0.1 0.04
C -3.088050 0.993227 0.365918 -0.3 0.1 0.4 -0.51
C -4.305469 0.988292 1.303498 0.3 0.2 0.0 -0.68
O -5.501479 0.819788 0.583761 -0.1 0.1 0.0 -0.37
C -5.492541 -0.388365 -0.145328 0.1 -0.2 -0.3 -0.56
C -4.317566 -0.432284 -1.125496 -0.4 -0.2 0.0 -0.75
H -1.132250 -0.761582 1.496451 0.0 -0.1 0.0 0.44
H -0.273165 -1.868966 0.397196 -0.2 0.1 0.0 0.46
H 4.953813 1.900975 -1.156921 -0.1 0.1 -0.1 0.47
H 7.563975 1.998826 -1.228387 0.2 0.1 -0.1 0.43
H -2.173642 1.121348 0.939188 0.0 0.0 0.0 0.49
H -3.181311 1.831235 -0.334622 0.1 0.0 0.1 0.17
H -4.392235 1.943170 1.824010 0.1 -0.1 0.0 0.34
H -4.192248 0.178446 2.041746 0.0 0.1 0.0 0.35
H -6.442602 -0.429394 -0.679016 0.1 -0.1 0.0 0.35
H -5.423932 -1.242962 0.544621 0.0 0.0 -0.1 0.32
H -4.267428 -1.396843 -1.630710 0.0 0.1 0.0 0.44
H -4.422399 0.369967 -1.863312 0.0 -0.1 0.0 0.32

(3)
101
Properties=species:S:1:pos:R:3:forces:R:3:mulliken_charge:R:1 method="wB97M-V/def2-TZVPD" total_energy_ha=-2306.5267 homo_energy_ev=-13.202 e_lumo_ev=-6.924 total_charge=+2
Y -3.016171 -1.133491 14.260255 1.6 -3.1 -2.5 1.96
N -1.719014 -3.794668 12.384080 0.0 -0.7 0.3 0.50
O -1.922053 -2.602448 12.759926 0.1 0.4 0.1 -0.17
O -2.555874 -4.384917 11.681985 0.4 0.7 0.4 -0.60
O -0.667320 -4.355363 12.756173 -0.7 0.4 -0.1 -0.36
C 4.944204 -4.046304 9.645977 0.2 0.2 -0.3 -1.16
C 4.582265 -4.184674 11.105758 0.7 0.7 -0.6 0.76
O 5.317953 -3.768063 11.982469 -0.4 -0.1 0.2 -0.63
N 3.379018 -4.760954 11.347918 -0.5 -0.1 0.9 -0.05
C 2.905590 -4.942640 12.710854 -0.1 0.8 0.1 -0.84
H 4.505647 -3.158543 9.179802 -0.5 -0.2 0.2 0.21
H 4.661883 -4.944249 9.096802 0.0 0.1 -0.2 0.35
H 6.006139 -3.838212 9.532382 0.1 -0.4 0.3 0.36
H 2.748255 -5.009939 10.609935 0.3 -0.1 -0.3 0.28
H 3.486315 -4.279271 13.353316 0.3 -0.3 0.0 0.52
H 2.992854 -5.965127 13.072918 -0.1 -0.1 -0.1 0.43
H 1.883574 -4.563723 12.799349 -0.2 -0.4 -0.1 -0.16
C 0.018422 1.710746 13.055678 0.2 0.0 -0.2 -1.42
C 0.124505 0.286486 13.536097 0.4 1.1 0.4 0.62
O -0.819290 -0.301437 14.113300 -1.4 -0.4 -0.3 -0.53
N 1.319023 -0.271040 13.397875 -0.3 -0.2 0.0 -0.05
C 1.615192 -1.697918 13.510352 -0.8 -0.1 -0.5 -0.60
H -0.808541 2.283125 13.466966 -0.1 -0.3 0.3 0.37
H -0.110860 1.718920 11.969451 0.0 -0.1 0.0 0.31
H 0.943809 2.235431 13.295921 0.0 0.1 -0.1 0.44
H 2.060090 0.330218 13.075928 0.0 0.0 -0.1 0.32
H 1.759978 -2.062691 14.525360 0.5 0.4 0.0 0.33
H 2.447970 -1.887269 12.839281 0.3 -0.2 0.4 0.48
H 0.754702 -2.250322 13.124739 0.0 0.0 -0.1 -0.27
C -6.417999 -4.033857 13.549485 0.3 -0.1 -0.8 -1.07
C -5.022411 -4.068727 14.105501 -0.5 -0.1 1.4 0.59
O -4.305873 -3.043338 14.168871 0.3 0.8 0.5 -0.45
N -4.655374 -5.199442 14.701237 0.3 -0.7 -1.0 -0.03
C -3.326848 -5.473019 15.242458 -0.1 0.7 0.2 -1.03
H -6.993628 -3.200959 13.945573 0.2 0.1 0.0 0.32
H -6.981911 -4.946983 13.721252 0.1 -0.1 0.1 0.41
H -6.310067 -3.917212 12.466583 -0.2 0.2 0.0 0.17
H -5.159148 -6.022679 14.398668 -0.2 0.1 0.3 0.30
H -3.166027 -4.761097 16.052385 0.2 -0.1 0.0 0.40
H -2.553006 -5.351857 14.481699 0.0 0.0 0.0 0.19
H -3.296478 -6.487178 15.625730 -0.1 0.0 0.0 0.41
C -3.109716 -7.846983 12.778987 0.3 1.4 0.0 -0.04
C -2.667648 -8.353616 11.422863 -0.2 -0.6 0.3 0.54
O -2.642356 -9.542540 11.191021 0.1 -0.2 0.0 -0.65
N -2.327782 -7.411684 10.518491 0.1 0.1 -0.1 0.06
C -1.880529 -7.758496 9.181088 0.0 0.4 0.0 -1.17
H -4.180074 -8.001311 12.906905 0.1 -0.5 0.2 0.42
H -2.936370 -6.763656 12.861822 -0.1 -0.1 -0.3 -0.46
H -2.484829 -8.250707 13.572085 -0.3 -0.6 0.0 0.20
H -2.489499 -6.449571 10.758158 0.2 0.1 0.0 0.03
H -1.008871 -7.161546 8.905297 -0.1 0.2 0.0 0.35
H -2.689033 -7.570435 8.474633 0.1 -0.2 -0.2 0.37
H -1.565469 -8.796313 9.136093 -0.3 -0.1 0.2 0.40
C -1.401815 -1.972765 8.983005 -0.3 -0.3 -0.6 -0.75
C -0.763881 -0.790574 9.668603 -0.5 -0.5 1.0 0.72
O -1.439984 0.175621 9.993062 0.2 0.3 0.0 -0.67
N 0.530873 -0.923055 10.032622 1.2 -0.5 0.4 -0.05
C 1.406752 -2.058844 9.715803 -1.5 -0.6 -0.4 -0.94
H -1.084047 -2.030239 7.938745 -0.1 0.0 0.0 0.47
H -2.481072 -1.846127 9.017937 0.1 0.3 -0.2 0.06
H -1.216068 -2.962343 9.407560 0.4 0.2 0.2 0.05
H 0.978093 -0.204670 10.574010 -0.4 0.4 -0.2 0.32
H 2.342713 -2.077112 10.262316 0.2 0.6 -0.2 0.38
H 1.492426 -2.108651 8.631121 0.7 -0.1 0.0 0.39
H 0.918839 -2.995742 10.012629 0.0 0.1 0.0 0.06
C -5.767854 -0.169742 10.689760 -0.5 -0.5 -0.6 -1.61
C -4.831628 -1.261372 11.121461 -0.3 0.2 0.0 0.51
O -4.159964 -1.164996 12.174183 0.5 1.1 1.5 -0.31
N -4.719354 -2.358316 10.400478 0.2 -0.9 -0.2 0.69
C -5.536494 -2.810305 9.294399 -0.8 0.2 -0.9 -1.17
H -6.629035 -0.564993 10.143812 0.0 -0.2 0.2 0.46
H -5.298394 0.473922 9.943677 0.3 0.2 0.3 0.32
H -6.155999 0.383264 11.538029 0.3 0.2 0.0 0.37
H -4.066015 -3.072241 10.715911 0.2 0.4 0.4 -0.16
H -5.072806 -3.662904 8.802815 0.2 0.0 0.2 0.35
H -5.677993 -2.054552 8.519872 0.2 0.1 0.2 0.40
H -6.541304 -3.126902 9.589914 0.1 0.0 0.3 0.36
C 0.743574 -7.290239 11.444311 -0.3 1.1 0.1 -0.53
C 0.840236 -7.833960 12.865244 1.1 0.1 -1.2 0.47
O 1.577039 -8.757900 13.127776 -0.2 -0.2 0.4 -0.66
N 0.132973 -7.158165 13.794106 -0.6 0.2 0.9 0.83
C 0.057841 -7.578271 15.182707 -0.4 -0.2 -0.2 -1.28
H 1.678287 -6.863761 11.078409 0.4 -0.7 0.3 0.28
H 0.105145 -6.402077 11.404511 -0.5 -0.3 0.0 -0.15
H 0.399559 -8.040315 10.741300 0.0 -0.1 0.1 0.39
H -0.389079 -6.339078 13.539912 0.0 -0.1 -0.4 -0.47
H 0.993625 -7.426731 15.717199 0.0 0.0 0.1 0.33
H -0.228990 -8.625293 15.286415 0.3 -0.1 -0.2 0.36
H -0.763328 -7.031762 15.651923 0.2 0.2 0.1 0.36
C -0.545541 -2.277944 17.838465 1.0 0.4 -0.6 -1.74
C -0.805027 -2.704349 16.423538 -0.3 -0.3 -0.5 0.92
O -1.764727 -2.238014 15.751092 -1.2 0.8 -0.1 -0.44
N -0.027558 -3.604834 15.846195 0.4 -0.3 0.5 0.93
C 1.084997 -4.284825 16.502398 0.7 0.0 0.3 -0.97
H 0.533819 -2.093601 17.871832 0.0 -0.3 0.5 0.48
H -0.834344 -3.052472 18.544613 0.1 0.0 0.1 0.35
H -0.972390 -1.315384 18.103982 -0.5 -0.2 -0.2 0.41
H -0.206399 -3.894642 14.889058 -0.3 0.3 -0.1 -0.56
H 2.036624 -3.761050 16.374949 -0.2 0.3 0.0 0.38
H 1.258323 -5.272121 16.082966 -0.4 0.0 -0.1 0.02
H 0.909833 -4.380775 17.570103 -0.1 -0.1 0.0 0.41

(4)
60
Properties=species:S:1:pos:R:3:forces:R:3:mulliken_charge:R:1 method="wB97M-V/def2-TZVPD" total_energy_ha=-1729.8347 homo_energy_ev=-11.066 e_lumo_ev=-2.593 total_charge=+1
Sn 0.879788 0.519940 0.078969 -0.3 -0.2 0.4 0.69
N 3.734829 -2.069142 2.174414 0.0 0.0 0.0 -0.40
C 2.806333 -1.454326 1.443505 -0.1 0.0 0.0 0.64
O 2.360799 -0.343664 1.780224 0.2 0.1 -0.2 -0.58
C 2.336315 -2.121915 0.173156 0.0 0.0 0.0 -1.07
C 0.967969 -1.605228 -0.260357 0.0 -0.2 -0.2 -1.08
H 4.097508 -1.616749 2.997940 0.0 0.0 0.0 0.26
H 4.096229 -2.969072 1.911091 0.0 0.0 0.0 0.20
H 2.348100 -3.207245 0.296577 0.0 0.0 0.0 0.63
H 3.090837 -1.887225 -0.585627 0.0 0.0 0.0 0.37
H 0.181572 -2.070194 0.334500 -0.1 0.0 0.0 0.42
H 0.802202 -1.858367 -1.307550 0.0 0.0 0.0 0.60
C -1.411254 1.677927 -2.090826 0.0 -0.1 0.0 -1.71
N -0.015995 1.325886 -1.819690 -0.1 -0.1 -0.1 0.32
C 0.873718 1.488748 -2.739523 0.2 0.0 0.1 0.11
C 2.241260 1.264161 -2.421506 -0.1 0.0 0.0 -0.04
C 3.407887 1.272028 -3.172368 0.1 0.0 0.0 -0.94
C 4.452311 0.979204 -2.283401 -0.1 0.0 -0.1 -0.76
C 3.879352 0.809868 -1.030255 0.0 0.1 0.1 -0.70
N 2.541402 0.983558 -1.105984 0.2 0.1 0.2 0.36
C -2.265344 0.522390 -2.566409 0.0 0.0 0.0 0.74
C -2.051443 -0.779168 -2.125920 0.0 0.0 0.0 0.25
C -2.884846 -1.809826 -2.535723 0.0 0.0 0.0 -0.87
C -3.943163 -1.549670 -3.394243 0.0 0.0 0.0 -0.51
C -4.159325 -0.255205 -3.842606 0.0 0.0 0.0 -0.59
C -3.323969 0.773460 -3.431683 0.0 0.0 0.0 -0.65
H -1.443775 2.482627 -2.828281 0.0 0.0 0.0 0.53
H -1.822359 2.083332 -1.166000 0.0 0.0 0.0 0.17
H 0.594064 1.828647 -3.735476 0.0 0.0 0.0 0.53
H 3.480414 1.465069 -4.230493 0.0 0.0 0.0 0.52
H 5.502281 0.910484 -2.513037 0.0 0.0 0.0 0.47
H 4.364796 0.617022 -0.085638 0.0 0.0 0.0 0.57
H -1.221978 -1.004566 -1.469024 0.0 0.0 0.0 0.40
H -2.702896 -2.818985 -2.188607 0.0 0.0 0.0 0.46
H -4.592338 -2.352537 -3.716510 0.0 0.0 0.0 0.40
H -4.975497 -0.045372 -4.520958 0.0 0.0 0.0 0.39
H -3.498851 1.781992 -3.788389 0.0 0.0 0.0 0.41
C 0.545994 1.773315 3.473898 0.0 0.0 0.2 -1.13
Si -0.575602 1.120375 2.157471 0.2 0.2 -0.3 0.70
C -1.950063 2.262034 1.661446 -0.1 0.1 0.0 -1.20
C -1.196284 -0.591002 2.523326 -0.1 -0.1 0.1 0.53
C -2.183268 -1.174391 1.722131 0.0 0.0 0.0 -0.15
C -2.651854 -2.452629 1.979712 0.0 0.0 0.0 -0.68
C -2.140607 -3.171196 3.053359 0.0 0.0 0.0 -0.54
C -1.168060 -2.607337 3.866079 0.0 0.0 0.0 -0.68
C -0.700571 -1.326198 3.602226 0.1 -0.1 -0.1 -0.44
H 0.013893 1.858508 4.425204 0.0 0.0 0.0 0.43
H 0.911192 2.762562 3.205496 0.1 0.0 0.0 0.33
H 1.397424 1.107665 3.610068 0.0 0.0 0.0 0.25
H -2.579121 2.481163 2.528066 0.0 0.0 0.0 0.43
H -2.592324 1.805061 0.907384 0.0 0.0 0.0 0.32
H -1.559272 3.206995 1.280787 0.0 0.0 0.0 0.35
H -2.601299 -0.624481 0.883622 0.0 0.0 0.0 0.25
H -3.418141 -2.886701 1.350356 0.0 0.0 0.0 0.45
H -2.508606 -4.167493 3.260937 0.0 0.0 0.0 0.40
H -0.780056 -3.161528 4.710742 0.0 0.0 0.0 0.41
H 0.062367 -0.900517 4.243591 0.0 0.0 0.0 0.39
N 2.350693 4.610540 0.427148 0.0 0.0 0.0 -0.11
C 1.592486 3.773815 0.688354 0.0 0.0 -0.1 -0.14
H 3.004146 5.333548 0.204301 0.0 0.0 0.0 0.26